Record 1
Here is C52H36Cl4N11OTi as an isolated structure at a distorted geometry from OMol25. Energies are from wB97M-V/def2-TZVPD.

Values from the calculation:
Frontier orbital gap   5.2 eV
Max |F|   1.183 eV/A

Geometry as ORCA input:
```
! RIJCOSX wB97M-V def2-TZVPD def2/J DEFGRID3
* xyz 1 1
Ti -0.39 -0.06 0.06
Cl 3.42 -8.47 0.41
C 2.76 -6.88 0.53
C 3.55 -5.85 1.02
C 3.03 -4.57 1.12
C 1.70 -4.32 0.77
C 0.95 -5.35 0.21
C 1.47 -6.64 0.11
C 1.14 -2.91 0.71
C 1.59 -1.88 1.69
C 2.32 -2.05 2.85
C 2.49 -0.78 3.38
C 1.79 0.10 2.56
C 1.61 1.47 2.88
C 2.47 2.03 3.95
C 3.84 2.18 3.72
C 4.67 2.70 4.70
C 4.13 3.05 5.93
Cl 5.16 3.68 7.17
C 2.78 2.88 6.19
C 1.96 2.38 5.19
C 0.65 2.23 2.30
N -0.24 1.81 1.29
C -1.13 2.82 1.19
C -2.10 2.94 0.19
C -3.15 4.00 0.26
C -4.47 3.69 0.57
C -5.45 4.66 0.60
C -5.11 5.98 0.32
Cl -6.32 7.21 0.36
C -3.80 6.32 0.01
C -2.83 5.32 -0.02
C -1.87 2.29 -1.00
C -2.56 2.65 -2.24
C -1.84 2.21 -3.26
C -0.61 1.51 -2.74
N -0.84 1.43 -1.25
C 1.15 -0.01 -3.43
C 1.44 -1.10 -2.45
C 2.22 -2.19 -2.70
C 2.11 -3.05 -1.59
C 1.29 -2.42 -0.69
N 0.88 -1.17 -1.18
C 1.61 -0.28 -4.85
C 1.37 -1.47 -5.53
C 1.73 -1.61 -6.87
C 2.34 -0.56 -7.53
Cl 2.79 -0.74 -9.19
C 2.59 0.63 -6.87
C 2.23 0.76 -5.54
C -0.87 3.87 2.15
C 0.27 3.54 2.77
N 1.19 -0.58 1.51
H 4.58 -6.04 1.29
H 3.67 -3.76 1.43
H -0.04 -5.17 -0.16
H 0.87 -7.44 -0.30
H 2.67 -2.98 3.26
H 3.01 -0.50 4.28
H 4.25 1.91 2.76
H 5.72 2.83 4.52
H 2.38 3.15 7.16
H 0.90 2.24 5.39
H -4.74 2.66 0.79
H -6.48 4.42 0.83
H -3.54 7.34 -0.21
H -1.81 5.58 -0.27
H -3.45 3.27 -2.28
H -1.99 2.37 -4.31
H 2.79 -2.37 -3.59
H 2.60 -4.00 -1.47
H 0.91 -2.31 -5.03
H 1.54 -2.54 -7.39
H 3.08 1.44 -7.39
H 2.43 1.69 -5.03
H -1.46 4.76 2.26
H 0.81 4.11 3.51
N -0.26 0.35 -3.43
C -1.26 -0.64 -3.76
C -1.61 -1.65 -2.67
N -2.03 -0.97 -1.43
H 0.22 2.22 -2.84
H 1.69 0.90 -3.12
H -0.94 -1.19 -4.65
H -2.17 -0.11 -4.04
H -0.78 -2.31 -2.43
H -2.43 -2.27 -3.05
H -2.52 -1.63 -0.83
H -2.71 -0.24 -1.68
N -3.49 0.08 3.08
C -4.41 0.03 2.06
C -3.68 0.06 0.91
N -2.34 0.12 1.22
C -2.27 0.12 2.54
H -3.70 0.04 4.07
H -5.47 -0.01 2.24
H -4.04 0.08 -0.10
H -1.36 0.18 3.11
O -1.02 -1.94 0.64
N -0.36 -2.93 1.12
C -0.95 -3.69 2.01
C -0.30 -4.70 2.78
N 0.09 -5.48 3.53
C -2.31 -3.36 2.33
N -3.40 -3.11 2.58
*
```

=====

Record 2
Here is C6H10 as an isolated structure from OMol25. Energies are from wB97M-V/def2-TZVPD.

Values from the calculation:
Frontier orbital gap   7.5 eV
Max |F|   0.247 eV/A

Geometry as ORCA input:
```
! RIJCOSX wB97M-V def2-TZVPD def2/J DEFGRID3
* xyz 0 1
C 2.28 0.07 -0.04
C 0.78 0.07 -0.01
C -0.03 1.15 -0.02
C -1.36 0.79 0.42
C -1.46 -0.71 0.22
C -0.01 -1.20 0.16
H 2.65 -0.66 -0.76
H 2.68 1.05 -0.28
H 2.68 -0.23 0.94
H 0.30 2.18 -0.13
H -2.38 1.56 -0.25
H -2.55 1.65 -1.05
H -2.03 -1.16 1.04
H -2.02 -0.94 -0.70
H 0.22 -1.93 -0.63
H 0.26 -1.69 1.10
*
```

=====

Record 3
Here is a 11-piece molecular cluster, C41H115Cl8N12O16P7 overall at a distorted geometry from OMol25. Energies are from wB97M-V/def2-TZVPD.

Values from the calculation:
Frontier orbital gap   8.1 eV
SMILES   CN(C)P(=O)(N(C)C)N(C)C.CN(C)P(=O)(N(C)C)N(C)C.CN(C)P(=O)(N(C)C)N(C)C.CN(C)P(=O)(N(C)C)N(C)C.COP(=O)(OC)OC.COP(=O)(OC)OC.COP(=O)(OC)OC.ClCCCl.ClCCCl.ClCCCl.ClCCCl
Max |F|   3.893 eV/A

Geometry as ORCA input:
```
! RIJCOSX wB97M-V def2-TZVPD def2/J DEFGRID3
* xyz 0 1
C -19.71 6.99 -16.08
N -20.75 7.12 -15.05
C -21.56 5.94 -14.84
P -20.96 8.59 -14.14
O -21.70 8.35 -12.90
N -19.36 9.22 -14.04
C -19.15 10.68 -13.73
C -18.29 8.45 -13.47
N -21.88 9.47 -15.27
C -21.30 10.04 -16.53
C -23.38 9.26 -15.44
H -18.85 6.52 -15.60
H -19.45 8.01 -16.35
H -20.06 6.35 -16.89
H -21.87 5.41 -15.74
H -22.56 6.18 -14.49
H -21.00 5.16 -14.32
H -20.04 11.23 -14.01
H -18.85 10.77 -12.68
H -18.38 11.12 -14.36
H -17.42 9.09 -13.33
H -18.61 8.18 -12.47
H -17.92 7.61 -14.05
H -21.26 9.25 -17.27
H -21.84 10.90 -16.92
H -20.28 10.38 -16.32
H -23.60 8.29 -15.86
H -23.86 9.95 -16.13
H -23.88 9.25 -14.47
C -13.64 7.02 -9.56
N -14.79 6.20 -9.21
C -14.50 5.08 -8.28
P -16.27 6.37 -10.08
O -16.48 7.70 -10.65
N -16.26 5.10 -11.26
C -15.87 3.74 -11.01
C -16.43 5.43 -12.66
N -17.49 5.89 -9.03
C -18.86 5.67 -9.65
C -17.59 6.49 -7.74
H -13.04 7.25 -8.68
H -13.97 7.95 -10.02
H -13.02 6.56 -10.34
H -13.88 5.46 -7.47
H -13.94 4.28 -8.76
H -15.38 4.65 -7.81
H -16.33 3.04 -11.70
H -14.79 3.71 -11.12
H -16.13 3.43 -9.99
H -17.48 5.53 -12.94
H -16.06 6.43 -12.89
H -15.98 4.65 -13.27
H -18.93 4.85 -10.36
H -19.54 5.28 -8.90
H -19.25 6.63 -9.99
H -18.25 5.95 -7.07
H -18.03 7.47 -7.89
H -16.58 6.60 -7.35
C -22.43 3.04 -19.59
N -21.88 4.36 -19.81
C -20.55 4.42 -20.46
P -22.83 5.80 -19.89
O -21.95 6.97 -19.71
N -23.53 5.63 -21.45
C -22.92 6.44 -22.55
C -24.22 4.42 -21.80
N -24.14 5.70 -18.81
C -23.76 5.35 -17.43
C -25.25 6.55 -18.96
H -23.39 3.05 -19.07
H -21.75 2.49 -18.94
H -22.56 2.51 -20.54
H -20.58 4.87 -21.44
H -20.15 3.40 -20.53
H -19.90 5.01 -19.81
H -22.85 7.45 -22.13
H -21.95 6.01 -22.80
H -23.55 6.42 -23.44
H -23.46 3.76 -22.22
H -24.70 3.83 -21.02
H -25.03 4.68 -22.48
H -22.88 4.72 -17.32
H -23.48 6.25 -16.86
H -24.57 4.98 -16.81
H -25.66 6.60 -19.97
H -25.07 7.57 -18.61
H -26.09 6.21 -18.35
C -22.77 13.03 -22.60
N -23.13 13.11 -21.21
C -21.99 13.25 -20.27
P -24.79 12.84 -20.77
O -25.67 12.38 -21.84
N -24.85 11.85 -19.39
C -24.16 10.52 -19.37
C -26.05 11.86 -18.61
N -25.23 14.39 -20.22
C -24.53 15.16 -19.10
C -26.50 15.05 -20.69
H -21.86 13.59 -22.78
H -23.56 13.47 -23.22
H -22.63 12.03 -23.00
H -22.13 12.85 -19.27
H -21.84 14.30 -20.03
H -21.10 12.78 -20.68
H -23.16 10.57 -19.78
H -24.11 10.12 -18.36
H -24.76 9.78 -19.91
H -26.57 12.82 -18.69
H -26.75 11.12 -18.98
H -25.84 11.71 -17.55
H -24.04 14.52 -18.37
H -23.88 16.00 -19.35
H -25.29 15.62 -18.48
H -26.32 16.09 -20.96
H -27.21 14.84 -19.88
H -26.68 14.61 -21.67
C -17.57 13.73 -16.01
O -18.74 13.15 -16.62
P -18.62 12.29 -17.98
O -19.93 11.87 -18.58
O -17.79 13.26 -19.02
C -18.44 14.44 -19.50
O -17.57 11.12 -17.68
C -17.30 10.20 -18.72
H -16.58 13.32 -16.24
H -17.71 13.61 -14.94
H -17.51 14.76 -16.36
H -19.26 14.82 -18.89
H -18.75 14.19 -20.52
H -17.75 15.28 -19.54
H -16.24 10.28 -18.98
H -17.81 10.22 -19.68
H -17.40 9.17 -18.38
C -18.77 2.40 -17.83
O -17.31 2.52 -17.66
P -16.76 3.74 -16.74
O -17.47 3.90 -15.46
O -16.99 4.99 -17.76
C -16.42 4.97 -19.05
O -15.13 3.59 -16.71
C -14.46 2.69 -15.86
H -19.10 3.22 -18.46
H -19.29 2.46 -16.87
H -18.84 1.46 -18.38
H -15.99 5.94 -19.32
H -17.16 4.61 -19.76
H -15.57 4.29 -19.16
H -15.13 2.37 -15.05
H -13.59 3.15 -15.40
H -14.21 1.81 -16.45
C -22.12 13.33 -15.48
O -22.69 14.20 -14.61
P -22.01 14.36 -13.12
O -22.65 15.42 -12.25
O -20.48 14.62 -13.45
C -19.48 14.45 -12.47
O -22.02 12.85 -12.52
C -23.18 12.07 -12.43
H -21.63 13.84 -16.31
H -22.83 12.62 -15.90
H -21.27 12.79 -15.05
H -19.18 15.44 -12.14
H -18.74 13.80 -12.94
H -19.88 13.99 -11.57
H -24.12 12.62 -12.50
H -23.23 11.61 -11.44
H -23.11 11.21 -13.10
Cl -23.68 4.55 -12.27
C -22.40 5.44 -11.44
C -22.46 5.14 -10.00
Cl -21.53 3.65 -9.76
H -22.51 6.50 -11.66
H -21.46 5.04 -11.84
H -23.47 4.93 -9.67
H -22.02 5.89 -9.34
Cl -21.49 1.15 -12.04
C -20.17 2.14 -12.77
C -19.21 1.25 -13.64
Cl -17.98 0.36 -12.76
H -19.54 2.56 -11.99
H -20.53 2.95 -13.40
H -18.63 1.95 -14.25
H -19.70 0.59 -14.35
Cl -22.30 10.77 -8.61
C -21.52 9.55 -9.68
C -19.95 9.73 -9.58
Cl -19.52 11.34 -10.07
H -21.83 9.75 -10.70
H -21.88 8.54 -9.45
H -19.49 8.97 -10.21
H -19.58 9.54 -8.57
Cl -13.64 12.04 -13.82
C -13.85 11.18 -12.29
C -15.37 10.88 -12.32
Cl -16.32 12.46 -12.39
H -13.60 11.91 -11.52
H -13.28 10.25 -12.23
H -15.89 10.25 -11.61
H -15.63 10.43 -13.28
*
```

=====

Record 4
Here is a 16-piece molecular cluster, H31O16 overall at a distorted geometry from OMol25. Energies are from wB97M-V/def2-TZVPD.

Values from the calculation:
Frontier orbital gap   9.3 eV
Max |F|   9.497 eV/A

Geometry as ORCA input:
```
! RIJCOSX wB97M-V def2-TZVPD def2/J DEFGRID3
* xyz -1 1
O 0.87 2.61 1.91
H -2.91 5.45 0.91
H 1.72 1.55 -0.38
O 1.29 -0.89 2.57
H 0.67 1.67 2.24
H 0.84 2.36 1.00
O -4.92 -2.62 1.04
H 1.50 -0.67 1.60
H 1.09 0.24 0.05
O 1.87 0.78 0.31
H 4.32 1.31 1.14
H 1.78 -0.21 2.96
O 3.80 1.98 1.59
H 0.08 -1.15 -1.71
H 2.17 1.89 4.26
O 3.11 -1.41 -1.80
H 2.65 -0.74 -2.31
H 2.22 -1.56 -1.17
O -5.41 0.96 -1.80
H -4.57 0.72 -2.14
H -5.64 0.40 -1.09
O -1.90 1.95 -0.03
H -2.08 1.20 0.32
H -4.08 -2.23 1.27
O 3.16 -2.29 -4.34
H 3.45 -2.24 -3.40
O 0.99 -4.47 -2.22
H 1.58 -3.83 -2.45
H 0.26 -4.15 -2.72
O -0.22 -0.41 -0.53
H -5.27 -2.71 1.96
H 2.86 1.95 1.28
O 1.45 2.41 4.32
H 0.14 0.93 -1.73
H 1.44 3.36 3.89
O -1.58 -3.93 2.09
H -1.04 -3.80 1.39
H -1.79 -3.25 2.84
O -2.72 5.44 1.95
H -0.81 -1.89 -3.12
H -2.59 4.58 2.20
O 0.03 -1.50 -2.80
H 2.28 -2.15 -4.07
H -1.00 2.07 -0.30
O 0.85 1.49 -1.99
H -0.74 -0.97 0.02
H 0.79 1.77 -3.00
*
```

=====

Values of ΔE to the lowest compared entry with this formula, charge and spin, in order: 78.9 99.9 62.9 134.3, all in kcal/mol.
Values of LUMO, in order: -4.526 0.056 0.215 2.077, all in eV.